No. 1
C24H20Cl2N2Pd | ωB97M-V/def2-TZVPD

The total energy comes out at -56700.9620 eV. For the HOMO energy, the calculation gives -14.72 eV. Its net charge is +2.

Each line ends with the Löwdin charge.
Geometry (Å):
Pd: -0.141 0.053 0.329  1.023
C: -1.228 4.263 0.189  -0.009
C: -2.551 4.209 0.610  0.006
C: -3.084 2.999 1.024  0.033
C: -2.289 1.863 1.002  -0.201
N: -1.022 1.926 0.548  -0.020
C: -0.498 3.095 0.166  -0.120
C: -2.703 0.529 1.457  -0.172
C: -3.843 0.325 2.229  0.011
C: -4.163 -0.938 2.700  -0.021
C: -3.326 -2.005 2.423  -0.031
C: -2.170 -1.823 1.667  -0.082
C: -1.871 -0.565 1.190  -0.128
H: -0.768 5.190 -0.120  0.127
H: -3.160 5.103 0.622  0.133
H: -4.109 2.936 1.356  0.125
H: 0.539 3.083 -0.145  0.100
H: -4.476 1.164 2.481  0.124
H: -5.053 -1.085 3.295  0.129
H: -3.553 -2.994 2.797  0.128
H: -1.562 -2.708 1.530  0.098
N: 0.584 -1.913 0.323  0.033
C: 1.413 -2.570 -0.675  -0.215
C: 1.503 -3.950 -0.656  -0.001
C: 2.373 -4.585 -1.529  -0.028
C: 3.137 -3.835 -2.410  -0.028
C: 2.996 -2.459 -2.459  0.009
C: 2.118 -1.801 -1.596  -0.119
C: 1.755 -0.393 -1.833  -0.157
C: 2.597 0.456 -2.583  -0.002
C: 2.155 1.638 -3.141  -0.016
C: 0.827 2.037 -3.010  -0.035
C: -0.027 1.292 -2.214  -0.085
C: 0.527 0.196 -1.573  -0.079
H: -0.195 -2.527 0.538  0.068
H: 1.133 -1.835 1.183  0.076
H: 0.925 -4.530 0.054  0.128
H: 2.455 -5.662 -1.516  0.126
H: 3.819 -4.327 -3.088  0.126
H: 3.535 -1.904 -3.213  0.121
H: 3.610 0.124 -2.761  0.130
H: 2.840 2.230 -3.733  0.131
H: 0.452 2.918 -3.513  0.130
H: -1.070 1.553 -2.105  0.125
Cl: 2.701 1.544 1.272  0.566
C: 2.402 1.112 2.955  -0.923
Cl: 1.058 -0.051 3.063  0.579
H: 2.121 1.993 3.519  0.045
H: 3.286 0.629 3.352  0.045

Cartesian forces, eV/Å:
Pd 0.59 -0.56 0.06
C -0.03 0.01 0.05
C 0.05 -0.04 0.00
C 0.04 0.00 0.04
C -0.10 0.03 -0.04
N -0.04 -0.36 -0.21
C 0.22 0.09 0.12
C 0.03 0.10 -0.06
C 0.00 -0.03 -0.03
C 0.06 -0.03 -0.03
C -0.08 0.06 0.04
C 0.10 -0.21 -0.06
C -0.02 0.32 -0.20
H -0.01 0.01 0.01
H -0.01 0.00 -0.01
H -0.01 0.01 0.01
H -0.07 -0.02 -0.04
H -0.02 0.01 -0.01
H 0.00 0.00 -0.01
H 0.00 0.00 0.01
H -0.05 0.07 -0.07
N 0.02 0.30 0.31
C 0.06 0.15 -0.23
C 0.14 0.03 0.08
C -0.01 -0.04 0.01
C 0.03 -0.01 -0.01
C -0.05 0.03 0.06
C -0.25 -0.14 0.10
C -0.01 0.06 -0.01
C 0.00 -0.04 0.00
C 0.02 0.01 -0.01
C -0.06 -0.04 -0.04
C 0.00 -0.18 -0.17
C -0.52 0.49 0.27
H 0.05 0.04 -0.08
H -0.01 -0.16 0.02
H 0.00 0.01 0.02
H 0.00 0.00 0.00
H 0.00 0.01 -0.01
H 0.00 -0.01 -0.02
H 0.01 0.01 -0.01
H 0.00 0.01 0.01
H 0.01 0.01 -0.01
H 0.05 0.04 0.09
Cl 0.02 0.05 -0.17
C 0.04 -0.09 0.01
Cl -0.18 -0.04 0.23
H 0.02 0.02 -0.03
H 0.00 0.04 0.02

No. 2
C2H12N2O2 | ωB97M-V/def2-TZVPD

The total energy comes out at -9343.1894 eV. For the HOMO energy, the calculation gives -9.10 eV. Its structure (SMILES) is CNCN.O.O.

Each line ends with the Löwdin charge.
Geometry (Å):
C: -0.217 0.101 2.596  -0.118
N: -0.742 0.227 1.236  -0.159
C: -0.106 -0.663 0.248  -0.315
N: 0.466 -0.017 -0.931  0.016
H: -0.853 0.629 3.297  0.076
H: 0.019 -0.909 2.917  0.068
H: 0.739 0.640 2.544  0.083
H: -1.743 0.236 1.111  0.099
H: -0.811 -1.441 -0.048  0.113
H: 0.726 -1.148 0.759  0.102
H: -0.297 0.308 -1.528  0.069
H: 0.866 0.848 -0.577  0.068
H: 1.362 -2.474 -1.728  0.010
H: 2.586 -2.724 -2.584  0.032
O: 1.735 -2.265 -2.591  -0.077
H: -1.902 3.177 -0.130  0.033
H: -1.281 1.862 0.273  -0.013
O: -1.179 2.587 -0.377  -0.087

Cartesian forces, eV/Å:
C 0.52 1.01 -0.87
N -0.07 -0.29 -0.55
C 0.25 0.19 0.14
N -0.89 0.27 0.47
H -0.09 -0.14 0.16
H -0.39 -0.33 0.10
H -0.07 -0.12 0.49
H -0.13 -0.49 0.63
H 0.03 -0.09 -0.23
H -0.01 -0.13 0.13
H 0.24 -0.13 0.02
H 0.28 0.01 -0.23
H -0.08 0.31 -0.06
H -0.20 0.12 -0.13
O 0.39 -0.49 0.01
H 0.16 0.17 -0.27
H 0.72 0.21 -0.22
O -0.66 -0.08 0.40

No. 3
C8H16NP | ωB97M-V/def2-TZVPD

The total energy comes out at -19331.4818 eV. For the HOMO energy, the calculation gives -7.76 eV. Its structure (SMILES) is CCN1[C@H]2CC[C@H](C2)P1C.

Each line ends with the Löwdin charge.
Geometry (Å):
C: 0.652 2.347 -2.071  -0.121
C: 1.147 -1.434 1.159  -0.170
C: -0.232 -1.415 1.689  -0.211
C: -0.274 -1.855 -0.616  -0.233
C: 1.018 -1.099 -0.373  -0.333
C: -1.242 -1.305 0.468  -0.336
C: 1.022 0.909 -1.645  -0.391
C: -1.084 1.731 1.272  -0.289
N: 0.666 0.367 -0.377  -0.292
P: -1.183 0.556 -0.198  1.013
H: 1.508 2.521 -2.663  0.037
H: 0.721 3.224 -1.302  0.098
H: 1.957 -0.782 1.588  0.127
H: 1.507 -2.500 1.051  0.120
H: -0.484 -2.295 2.295  0.110
H: -0.484 -0.479 2.258  0.079
H: -0.465 -1.841 -1.703  0.113
H: -0.180 -2.917 -0.273  0.124
H: 1.711 -1.353 -1.179  0.139
H: -2.240 -1.587 0.562  0.066
H: 2.183 1.004 -1.413  0.139
H: 1.160 0.110 -2.326  0.079
H: -0.455 2.464 -2.385  0.075
H: -0.061 2.013 1.080  0.007
H: -1.801 2.555 1.132  0.020
H: -1.251 1.273 2.276  0.032

Cartesian forces, eV/Å:
C -2.32 0.33 1.96
C 3.61 -1.27 -2.44
C -3.12 1.56 0.95
C -0.97 -1.91 -0.47
C -2.43 1.09 2.25
C 3.90 3.02 -1.27
C 4.89 1.87 2.05
C -1.00 -0.84 -0.28
N -3.02 -0.62 0.14
P 1.05 -1.35 1.11
H 0.01 0.92 -1.96
H 0.16 -2.14 -0.48
H -1.11 -0.71 0.10
H -0.01 0.95 1.00
H 0.16 0.26 0.03
H 0.72 -1.21 0.14
H -0.82 0.08 0.50
H 0.35 0.41 -0.92
H 0.69 0.06 0.87
H -1.34 -1.06 0.17
H -1.40 0.33 -0.84
H -1.15 -0.25 -2.04
H 2.09 -0.27 -0.54
H 0.33 0.61 0.69
H 0.41 -0.25 0.05
H 0.33 0.38 -0.75

No. 4
C17H16N4O3S | ωB97M-V/def2-TZVPD

The total energy comes out at -40825.4258 eV. For the HOMO energy, the calculation gives -8.58 eV. Its structure (SMILES) is COc1ccc(C(C)=O)cc1CSc1nnnn1-c1ccc(O)cc1.

Each line ends with the Löwdin charge.
Geometry (Å):
C: 3.855 3.029 0.719  -0.070
H: 3.772 4.066 0.399  0.096
O: 3.285 2.265 -0.320  -0.097
C: 3.113 0.941 -0.133  -0.256
C: 3.717 0.201 0.882  0.002
C: 3.527 -1.163 0.976  -0.016
C: 2.725 -1.836 0.057  -0.156
C: 2.104 -1.088 -0.945  0.020
C: 2.280 0.275 -1.052  -0.232
C: 1.527 1.066 -2.071  -0.357
H: 1.745 2.127 -1.982  0.082
H: 1.711 0.719 -3.088  0.090
S: -0.282 0.846 -1.856  1.013
C: -0.432 1.289 -0.196  -0.575
N: 0.501 1.873 0.530  0.047
N: 0.005 1.987 1.750  -0.025
N: -1.165 1.516 1.827  0.046
N: -1.509 1.053 0.613  -0.045
C: -2.752 0.455 0.380  -0.204
C: -3.287 0.357 -0.897  -0.035
C: -4.519 -0.244 -1.076  -0.012
C: -5.228 -0.741 0.012  -0.320
C: -4.690 -0.624 1.293  0.002
C: -3.461 -0.032 1.476  -0.004
H: -3.034 0.067 2.461  0.108
H: -5.252 -1.009 2.129  0.121
O: -6.437 -1.336 -0.123  0.063
H: -6.695 -1.362 -1.053  0.110
H: -4.934 -0.322 -2.071  0.117
H: -2.758 0.753 -1.749  0.055
H: 1.452 -1.605 -1.637  0.123
C: 2.471 -3.293 0.089  -0.410
O: 1.755 -3.830 -0.729  0.077
C: 3.142 -4.084 1.188  -0.019
H: 2.812 -3.726 2.160  0.087
H: 4.222 -3.976 1.122  0.086
H: 2.878 -5.134 1.083  0.083
H: 4.011 -1.696 1.778  0.108
H: 4.339 0.692 1.613  0.106
H: 3.301 2.891 1.651  0.099
H: 4.911 2.782 0.869  0.093

Cartesian forces, eV/Å:
C 0.07 0.15 0.18
H 0.03 -0.06 0.07
O -0.01 -0.31 -0.23
C 0.06 -0.40 -0.12
C 0.09 0.45 0.02
C -0.21 -0.24 -0.21
C -0.08 0.47 -0.20
C 0.22 0.04 0.12
C 0.31 0.02 0.11
C -0.36 0.19 0.25
H 0.04 -0.09 -0.13
H -0.04 0.06 0.00
S 0.04 -0.09 -0.54
C -0.36 -0.03 0.49
N 0.07 -0.02 -1.07
N 0.19 0.26 0.91
N -0.96 -0.10 0.68
N 1.66 0.53 -0.66
C -0.79 -0.37 0.02
C 0.19 0.08 0.28
C -0.20 -0.14 0.11
C 0.42 0.24 -0.09
C -0.23 -0.07 -0.25
C 0.10 0.01 -0.16
H 0.00 -0.03 0.06
H -0.05 -0.04 0.12
O -0.28 -0.14 -0.02
H 0.07 0.02 0.13
H -0.04 -0.01 -0.09
H -0.06 0.05 -0.07
H -0.05 -0.04 -0.04
C 0.10 -0.24 0.19
O 0.02 0.00 0.02
C -0.17 -0.23 -0.17
H 0.04 0.05 0.12
H 0.11 0.03 0.07
H -0.01 0.01 -0.01
H 0.05 -0.07 0.08
H 0.05 0.07 0.05
H 0.01 -0.01 -0.01
H -0.06 -0.01 0.00

No. 5
C18H25N2W | ωB97M-V/def2-TZVPD

The total energy comes out at -23863.9263 eV. The expectation value of S² is 2.01. For the HOMO energy (alpha / beta), the calculation gives -10.07 / -11.56 eV. Its net charge is +1. The spin multiplicity is 3.

Each line ends with the Löwdin charge.
Geometry (Å):
C: -0.251 0.574 -2.993  -0.610
C: 0.239 1.982 -3.471  -0.131
C: 0.436 -0.332 -4.193  -0.072
C: -1.698 0.602 -3.591  -0.148
H: 0.059 0.051 -5.162  0.089
H: 0.185 -1.398 -4.136  0.073
H: 1.528 -0.279 -4.235  0.066
H: -0.109 2.137 -4.524  0.101
H: 1.337 2.102 -3.491  0.080
H: -0.199 2.763 -2.823  0.090
H: -1.649 0.804 -4.697  0.097
H: -2.318 1.387 -3.132  0.090
H: -2.197 -0.379 -3.468  0.080
C: 2.054 0.033 0.638  -0.091
C: 2.046 -0.823 -0.518  -0.098
C: 1.882 0.026 -1.682  -0.238
H: 2.155 -1.916 -0.497  0.116
C: 1.761 1.410 -1.216  -0.231
C: 1.864 1.395 0.183  -0.102
H: 1.710 2.261 0.820  0.092
H: 2.147 -0.326 1.664  0.105
H: 2.116 -0.266 -2.705  0.099
H: 1.592 2.324 -1.810  0.096
C: -2.282 -1.083 0.145  -0.076
C: -1.295 -1.983 0.585  -0.080
C: -0.307 -2.168 -0.433  -0.093
H: -1.326 -2.561 1.525  0.129
C: -0.837 -1.541 -1.629  -0.297
C: -2.011 -0.728 -1.207  -0.290
H: -2.641 -0.038 -1.794  0.096
H: -3.150 -0.729 0.682  0.114
H: 0.503 -2.885 -0.366  0.115
H: -0.555 -1.765 -2.670  0.106
W: -0.183 0.268 -1.060  1.587
C: 1.715 1.945 3.244  -0.010
C: 0.417 1.168 3.196  -0.387
N: -0.339 0.699 2.228  0.079
C: -1.455 0.131 2.852  -0.142
C: -1.331 0.242 4.226  -0.055
N: -0.137 0.930 4.409  0.084
H: 1.934 2.114 4.292  0.080
H: 2.562 1.416 2.810  0.069
H: 1.646 2.920 2.761  0.083
H: -2.308 -0.292 2.361  0.059
H: -2.042 -0.060 4.981  0.113
H: 0.264 1.183 5.305  0.162

Cartesian forces, eV/Å:
C -0.31 0.82 -7.70
C 0.15 0.52 -0.36
C -0.26 0.23 0.58
C -0.65 -0.44 -0.74
H 0.26 -0.26 0.61
H -0.01 0.24 -0.15
H -0.28 0.16 -0.11
H 0.18 0.07 1.00
H -0.65 -0.11 -0.17
H 0.18 0.11 -0.43
H -0.19 -0.03 1.20
H -0.03 -0.17 -0.16
H 0.17 0.67 -0.46
C 0.00 -0.53 -1.38
C 0.43 1.57 1.32
C 1.08 0.44 -0.01
H 0.24 0.97 -0.19
C 1.20 0.02 0.06
C -0.68 -1.21 0.11
H 0.14 -0.31 -0.28
H -0.21 0.23 -0.51
H -0.11 0.09 0.86
H 0.66 -0.93 0.73
C 0.85 0.12 -1.16
C 1.01 -0.86 0.24
C -3.04 -0.82 0.45
H 0.29 0.83 -0.48
C -0.97 -1.52 -1.10
C -1.96 -1.84 0.07
H 0.12 -1.20 0.53
H 0.16 0.03 0.05
H -0.31 0.25 -0.16
H -0.39 -0.18 1.03
W 3.17 2.59 5.91
C -0.26 -0.26 -0.37
C 0.29 0.41 0.71
N -0.83 -0.11 -0.16
C 0.95 0.63 1.79
C 0.22 0.41 -1.62
N -1.10 -0.82 0.57
H 0.18 0.12 0.09
H -0.08 0.00 0.06
H -0.12 -0.01 0.04
H 0.21 0.04 -0.15
H 0.39 0.14 0.20
H -0.12 -0.08 -0.36

No. 6
C29H21N6O5PdS | ωB97M-V/def2-TZVPD

The total energy comes out at -63873.7505 eV. The expectation value of S² is 6.07. For the HOMO energy (alpha / beta), the calculation gives -16.10 / -17.00 eV. Its net charge is +3. The spin multiplicity is 5.

Each line ends with the Löwdin charge.
Geometry (Å):
Pd: 0.241 0.767 0.459  0.939
N: 2.051 -2.406 -1.898  0.230
C: 0.927 -2.433 -2.701  -0.116
C: 0.597 -3.160 -3.814  0.068
C: -0.676 -2.914 -4.345  0.069
C: -1.586 -1.974 -3.778  0.009
C: -1.257 -1.248 -2.674  0.051
C: 0.032 -1.472 -2.119  -0.151
N: 0.612 -0.929 -1.039  0.133
C: 1.835 -1.507 -0.923  -0.177
C: 2.717 -1.135 0.145  -0.289
C: 3.972 -1.615 0.434  -0.266
S: 4.589 -0.859 1.815  1.196
C: 3.156 0.074 1.938  -0.376
N: 2.268 -0.166 1.023  -0.036
H: 2.884 -2.964 -2.028  0.197
H: 1.259 -3.886 -4.267  0.145
H: -0.989 -3.466 -5.223  0.145
H: -2.553 -1.857 -4.247  0.138
H: -1.930 -0.535 -2.216  0.123
H: 4.546 -2.368 -0.087  0.105
H: 3.013 0.790 2.735  0.100
N: -0.837 2.467 1.852  0.102
C: -0.161 2.458 3.068  -0.218
C: 0.479 3.608 3.517  0.002
C: 1.083 3.621 4.757  0.013
C: 1.066 2.473 5.577  -0.010
C: 0.447 1.334 5.142  0.004
C: -0.151 1.259 3.859  -0.092
C: -0.719 0.020 3.386  -0.161
C: -1.272 -0.874 4.348  0.012
C: -1.827 -2.066 3.969  -0.017
C: -1.818 -2.435 2.619  0.000
C: -1.253 -1.590 1.662  -0.103
C: -0.720 -0.367 2.011  -0.122
H: -0.963 3.380 1.432  0.127
H: -1.693 1.926 1.829  0.116
H: 0.448 4.509 2.917  0.131
H: 1.551 4.528 5.117  0.136
H: 1.544 2.502 6.547  0.132
H: 0.464 0.450 5.764  0.126
H: -1.309 -0.578 5.388  0.127
H: -2.281 -2.716 4.705  0.132
H: -2.257 -3.376 2.315  0.128
H: -1.262 -1.907 0.627  0.082
O: 2.369 2.320 -1.477  0.185
N: 1.285 2.236 -1.119  -0.031
O: 0.364 2.678 -2.172  0.055
C: -0.933 2.440 -1.887  -0.401
O: -1.267 1.683 -0.975  -0.032
C: -1.875 3.117 -2.772  -0.127
C: -1.471 4.073 -3.713  0.023
C: -2.416 4.685 -4.516  -0.005
C: -3.759 4.348 -4.401  0.063
C: -4.132 3.389 -3.472  -0.099
C: -3.221 2.771 -2.647  0.072
N: -5.562 2.997 -3.353  -0.346
O: -5.803 2.078 -2.597  0.092
O: -6.348 3.600 -4.035  0.138
H: -0.427 4.339 -3.810  0.129
H: -2.111 5.429 -5.238  0.131
H: -4.516 4.811 -5.019  0.141
H: -3.561 2.039 -1.930  0.130

Cartesian forces, eV/Å:
Pd -0.29 -0.36 0.29
N 0.09 -0.02 0.04
C -0.06 -0.20 -0.26
C 0.11 0.02 0.09
C 0.13 -0.11 -0.06
C -0.13 0.23 0.21
C -0.18 0.00 -0.16
C 0.18 0.01 0.31
N 0.02 0.14 -0.18
C 0.06 0.02 0.08
C 0.05 -0.02 0.02
C 0.00 -0.03 0.04
S -0.02 -0.03 -0.11
C -0.05 -0.11 0.03
N -0.01 0.24 -0.04
H -0.01 0.00 0.00
H 0.01 0.00 0.01
H 0.01 -0.01 0.00
H -0.01 0.02 0.02
H -0.02 -0.01 -0.01
H 0.00 -0.01 0.00
H 0.01 0.03 0.00
N 0.18 -0.04 -0.05
C 0.04 0.09 -0.04
C -0.04 -0.01 -0.06
C -0.03 -0.01 -0.05
C -0.06 -0.17 -0.01
C 0.13 0.11 0.21
C -0.16 -0.22 -0.21
C 0.08 0.11 0.24
C -0.07 -0.09 0.10
C 0.01 0.06 0.13
C 0.05 0.06 -0.12
C -0.11 -0.13 0.08
C 0.05 0.16 -0.41
H 0.01 0.04 0.09
H -0.05 0.06 0.02
H 0.01 0.01 0.00
H 0.00 0.01 -0.01
H -0.01 -0.02 0.00
H 0.01 0.02 0.00
H -0.01 -0.03 -0.01
H 0.00 0.01 0.01
H -0.01 -0.01 0.01
H 0.00 -0.01 0.01
O 0.12 0.09 -0.07
N 0.04 -0.02 -0.04
O 0.34 0.19 -0.23
C -0.59 -0.18 0.21
O 0.08 0.16 -0.15
C 0.01 -0.03 0.00
C 0.05 -0.01 0.03
C 0.01 0.02 -0.03
C -0.05 -0.06 0.06
C 0.03 0.02 0.06
C -0.07 0.04 -0.05
N 0.33 -0.07 -0.14
O -0.12 0.03 0.05
O -0.12 0.02 0.05
H 0.00 0.00 -0.01
H 0.01 0.00 0.00
H 0.00 0.00 0.00
H -0.01 -0.01 0.01